1) Here is C2H3N2O2 as an isolated structure from OMol25. Energies are from ωB97M-V/def2-TZVPD.

Each line ends with the natural charge from an NBO analysis.
Cartesian coordinates (Å):
O 2.781 0.069 -0.287  -0.57
O -1.575 -1.634 -0.318  -0.52
N 1.692 0.143 0.391  -0.03
N -0.782 -1.018 0.443  0.05
C -0.800 0.432 0.310  -0.30
C 0.559 0.084 -0.230  -0.15
H -1.615 0.918 -0.315  0.19
H 0.471 -0.055 -1.295  0.15
H -0.732 1.061 1.302  0.19

For the HOMO-LUMO gap, the calculation gives 7.65 eV. Its LUMO energy is 4.37 eV. As for the total charge: -1. For the HOMO energy, the calculation gives -3.28 eV.



2) Here is an isolated ion of composition C2H3N2O2 and charge -1 from OMol25. Energies are from ωB97M-V/def2-TZVPD.

Each line ends with the natural charge from an NBO analysis.
Cartesian coordinates (Å):
O 3.146 -0.834 -0.067  -0.45
O 1.143 -0.058 -0.140  -0.26
N 0.387 1.137 -0.226  -0.40
N 2.397 0.095 0.308  0.31
C -1.406 -0.491 0.088  -0.68
C -0.902 0.693 -0.084  -0.05
H -1.554 1.490 -0.105  0.16
H -2.534 -0.644 0.124  0.17
H -0.677 -1.388 0.102  0.19

For the HOMO-LUMO gap (alpha / beta), the calculation gives 7.11 / 7.11 eV. Its LUMO energy (alpha / beta) is 4.71 / 4.71 eV. As for the total charge: -1. For the HOMO energy (alpha / beta), the calculation gives -2.40 / -2.40 eV.



3) Here is a 2-piece molecular cluster, C2H3N2O2 overall from OMol25. Energies are from ωB97M-V/def2-TZVPD.

Each line ends with the natural charge from an NBO analysis.
Cartesian coordinates (Å):
O 0.435 -0.937 0.577  -0.62
O -1.081 0.621 0.944  -0.64
N 3.029 0.697 -0.022  -0.39
N -0.714 -0.417 0.344  0.40
C -1.498 -0.878 -0.572  -0.45
C 2.065 1.202 0.331  0.13
H 1.238 1.857 0.449  0.23
H -0.959 -1.539 -1.238  0.16
H -2.513 -0.606 -0.814  0.17

For the HOMO-LUMO gap, the calculation gives 7.54 eV. Its LUMO energy is 4.45 eV. As for the total charge: -1. For the HOMO energy, the calculation gives -3.09 eV.



3) ends up most stable, edging out the next structure by 1.410 eV.



1) Here is an isolated ion of composition C7H10NO and charge +1 from OMol25. Energies are from ωB97M-V/def2-TZVPD.

Each line ends with the natural charge from an NBO analysis.
Cartesian coordinates (Å):
O 0.825 -0.187 3.238  -0.50
N -1.253 -0.157 1.636  -0.73
C 0.117 -0.226 0.878  0.00
C -0.231 0.549 -1.759  -0.35
C 0.380 -1.471 0.116  -0.15
C 0.354 -1.581 -1.109  0.21
C 0.266 0.902 -0.258  -0.43
C 0.263 -0.801 -2.298  -0.52
C 1.178 -0.113 2.066  0.41
H -1.941 -0.889 1.362  0.46
H -0.853 -0.385 2.577  0.47
H -0.197 1.841 0.007  0.23
H -1.366 0.382 -1.561  0.20
H 0.004 1.384 -2.445  0.26
H 1.297 1.277 -0.247  0.24
H -0.514 -0.923 -3.006  0.27
H 2.215 0.239 2.010  0.20
H 1.198 -0.630 -2.869  0.26
H -1.740 0.790 1.662  0.46

For the HOMO-LUMO gap, the calculation gives 9.94 eV. Its LUMO energy is -4.00 eV. As for the SMILES: [NH3+][C@@]1(C=O)C#CCCC1. As for the total charge: +1. For the HOMO energy, the calculation gives -13.94 eV.



2) Here is C7H10NO as an isolated structure from OMol25. Energies are from ωB97M-V/def2-TZVPD.

Each line ends with the natural charge from an NBO analysis.
Cartesian coordinates (Å):
O -2.229 -1.494 -1.112  -0.44
N 0.437 1.064 -0.458  -0.62
C 0.946 -1.624 -1.326  -0.11
C 0.019 -0.710 -0.746  0.02
C -1.908 0.887 -0.777  -0.54
C -1.515 -0.578 -0.845  0.56
C 0.920 -1.611 -0.024  0.15
C -0.844 1.513 0.102  -0.23
C 1.394 -1.889 1.346  -0.70
H 0.718 1.389 -1.393  0.43
H 1.255 -2.997 1.702  0.29
H -2.064 1.380 -1.697  0.26
H -1.028 2.543 0.004  0.24
H -2.783 0.690 -0.301  0.27
H 1.119 1.111 0.273  0.42
H 0.616 -1.365 1.959  0.24
H 2.426 -1.528 1.575  0.28
H -0.867 1.174 1.240  0.23
H 1.319 -1.978 -2.192  0.25

For the HOMO-LUMO gap, the calculation gives 10.56 eV. Its LUMO energy is -3.19 eV. As for the total charge: +1. For the HOMO energy, the calculation gives -13.75 eV.



2) ends up most stable, edging out the next structure by 1.057 eV.



1) Here is a 2-piece molecular cluster, C2H4IO3S overall from OMol25. Energies are from ωB97M-V/def2-TZVPD.

Each line ends with the natural charge from an NBO analysis.
Cartesian coordinates (Å):
I 0.827 -2.758 0.813  0.01
S 3.320 1.000 -0.843  2.21
O 4.123 1.411 0.314  -0.96
O 2.496 2.015 -1.405  -0.97
O 3.904 0.056 -1.782  -0.97
C 0.876 -0.982 -0.352  -0.42
C 0.921 -1.232 -1.866  -0.72
H -0.012 -0.389 -0.137  0.16
H 0.268 -0.510 -2.518  0.21
H 2.006 -1.354 -2.122  0.26
H 0.484 -2.171 -2.155  0.19

For the HOMO-LUMO gap (alpha / beta), the calculation gives 5.87 / 7.48 eV. Its LUMO energy (alpha / beta) is 2.68 / 2.81 eV. As for the total charge: -1. For the HOMO energy (alpha / beta), the calculation gives -3.19 / -4.67 eV.



2) Here is C2H4IO3S as an isolated structure from OMol25. Energies are from ωB97M-V/def2-TZVPD.

Each line ends with the natural charge from an NBO analysis.
Cartesian coordinates (Å):
I 2.751 -1.168 -0.002  0.00
S 2.010 1.986 0.058  2.36
O 2.125 1.746 -1.352  -1.02
O 3.264 2.028 0.758  -0.98
O 0.973 3.003 0.309  -1.00
C -0.105 0.085 -0.374  -0.73
C 0.999 0.008 0.530  -0.53
H 0.104 0.388 -1.530  0.25
H -0.706 0.941 -0.166  0.25
H -0.784 -0.783 -0.465  0.19
H 0.868 -0.339 1.633  0.22

For the HOMO-LUMO gap, the calculation gives 7.58 eV. Its LUMO energy is 3.02 eV. As for the total charge: -1. For the HOMO energy, the calculation gives -4.56 eV.



2) ends up most stable, edging out the next structure by 1.551 eV.